a:
DFT (ωB97M-V/def2-TZVPD) results for the molecule C3H8O2SSi.

HOMO-LUMO gap: 8.1 eV

Geometry as ORCA input:
```
! RIJCOSX wB97M-V def2-TZVPD def2/J DEFGRID3
* xyz 0 1
C -0.58648 -0.62855 -0.39159
C 1.54991 1.46597 -0.49474
C -0.85670 -2.04609 0.18600
O -1.28012 1.69714 0.17687
O -3.22530 0.14844 0.46475
Si 0.19030 0.82573 0.58527
S -2.09597 0.45808 -0.35930
H -2.70552 1.02297 -1.71369
H 2.62971 1.41861 0.03857
H 1.54207 0.68012 -1.31644
H 1.21659 2.53537 -0.86353
H -1.17544 -2.02102 1.23732
H -1.67956 -2.55634 -0.38049
H 0.10093 -2.70108 -0.02928
H 0.40159 1.35780 1.89526
*
```

b:
DFT (ωB97M-V/def2-TZVPD) results for the molecule C3H8O2SSi.

HOMO-LUMO gap (alpha / beta): 8.3 / 8.3 eV

Geometry as ORCA input:
```
! RIJCOSX wB97M-V def2-TZVPD def2/J DEFGRID3
* xyz 0 1
C 1.04010 -1.09220 -0.59682
C -0.46988 1.21942 0.43702
C -0.50044 0.72010 1.87723
O 1.78716 1.12308 -1.83154
O -1.24458 0.48049 -0.50900
Si -0.69678 -0.96947 -1.29287
S 1.77678 0.61729 -0.47902
H 0.91393 -1.55324 0.49920
H 1.64872 -1.66537 -1.32710
H -0.40268 2.31122 0.18773
H -0.21378 -0.38687 1.70842
H -1.45356 0.79757 2.40931
H 0.35065 1.23193 2.23289
H -1.14400 -0.71841 -2.59437
H -1.39162 -2.11554 -0.72107
*
```

Stability comparison, relative energies in hartree: a 0.0589; b 0.0000

a:
DFT (ωB97M-V/def2-TZVPD) results for a cluster of 2 separate species, C3H11NOS in total.

Structure (SMILES): NCCCS.O
HOMO-LUMO gap: 9.0 eV

Geometry as ORCA input:
```
! RIJCOSX wB97M-V def2-TZVPD def2/J DEFGRID3
* xyz 0 1
C -1.22924 -0.49303 0.05913
C 0.28755 -0.93726 0.04954
C 1.21654 0.12973 0.57760
S 1.54322 0.11784 2.37104
N -1.49387 0.53411 -0.96242
H -1.39429 -0.13838 1.09226
H -1.84376 -1.37288 -0.27550
H 0.22305 -1.79745 0.93556
H 0.57370 -1.44759 -0.86396
H 0.76034 1.08292 0.20502
H 2.23218 -0.02732 0.17856
H 0.19249 0.01244 2.81792
H -1.95629 0.27397 -1.79036
H -0.81507 1.24984 -0.87043
H -0.85052 1.09868 -3.89260
H -2.30066 0.62038 -3.86665
O -1.33809 0.32805 -3.62339
*
```

b:
DFT (ωB97M-V/def2-TZVPD) results for a cluster of 2 separate species, C3H11NOS in total.

Structure (SMILES): CSC.NCO
HOMO-LUMO gap: 9.4 eV

Geometry as ORCA input:
```
! RIJCOSX wB97M-V def2-TZVPD def2/J DEFGRID3
* xyz 0 1
C -2.81531 1.02875 -0.39195
S -1.10661 1.19530 -1.11383
C -1.29726 0.85140 -2.96589
H -2.47149 0.78989 0.55693
H -3.45454 0.28087 -0.80072
H -3.38963 1.98897 -0.45791
H -2.39295 1.02865 -3.26925
H -0.38134 1.20790 -3.50588
H -1.11080 -0.28125 -3.12390
N 1.60281 -2.28671 2.43948
C 2.50093 -1.08839 2.24185
O 2.47809 -0.78480 0.79809
H 1.45031 -2.38258 3.45015
H 0.71916 -2.09201 2.02097
H 2.23657 -0.20061 2.84000
H 3.39069 -1.59431 2.70011
H 1.73524 -0.33558 0.64558
*
```

c:
DFT (ωB97M-V/def2-TZVPD) results for a cluster of 2 separate species, C3H11NOS in total.

Structure (SMILES): C[C@H](N)CS.O
HOMO-LUMO gap: 10.1 eV

Geometry as ORCA input:
```
! RIJCOSX wB97M-V def2-TZVPD def2/J DEFGRID3
* xyz 0 1
C 1.14081 -1.22850 0.48865
C -0.12345 -0.74030 -0.20429
C -1.06213 -0.11565 0.79307
S -2.78820 0.23941 0.26717
N 0.09696 0.16362 -1.29007
H 0.89456 -1.72129 1.42134
H 1.82548 -1.74542 -0.16905
H 1.70039 -0.35187 0.83398
H -0.61818 -1.69546 -0.48648
H -0.68264 0.85213 1.11333
H -1.19471 -0.72870 1.67726
H -2.96232 -0.93559 -0.35811
H -0.73245 0.66182 -1.56826
H 0.72725 -0.11120 -2.03044
H 1.15556 2.92505 0.49162
H 1.04868 1.88744 -0.65244
O 1.57439 2.64451 -0.32727
*
```

d:
DFT (ωB97M-V/def2-TZVPD) results for a cluster of 2 separate species, C3H11NOS in total.

Structure (SMILES): CCS.NCO
HOMO-LUMO gap: 9.6 eV

Geometry as ORCA input:
```
! RIJCOSX wB97M-V def2-TZVPD def2/J DEFGRID3
* xyz 0 1
C 1.73215 1.56826 0.98331
C 0.57755 0.89445 1.70176
S -1.16128 1.15354 0.89396
H 1.73707 1.42411 -0.07595
H 1.80989 2.65157 1.11481
H 2.71590 1.28302 1.42581
H 0.33750 1.24223 2.69331
H 0.73748 -0.15067 1.68605
H -1.78701 0.56400 1.94952
N -1.53347 -0.65411 -1.66689
C -0.55807 -1.71458 -1.74569
O 0.05287 -2.02933 -0.52110
H -1.15085 0.19946 -1.57275
H -2.09985 -0.67920 -2.46934
H 0.22680 -1.35794 -2.47311
H -1.00615 -2.60411 -2.14972
H -0.63053 -1.79070 0.22603
*
```

Stability comparison, relative energies in hartree: a 0.0560; b 0.0767; c 0.0000; d 0.0433

a:
DFT (ωB97M-V/def2-TZVPD) results for a cluster of 2 separate species, C3H11NOS in total.

Structure (SMILES): CSC.NCO
HOMO-LUMO gap: 9.3 eV

Geometry as ORCA input:
```
! RIJCOSX wB97M-V def2-TZVPD def2/J DEFGRID3
* xyz 0 1
C -0.14734 -2.26072 3.71244
S 0.95871 -1.08459 2.90984
C 0.44875 -1.13523 1.13786
H 0.40543 -2.94760 4.28857
H -0.69893 -2.65024 2.84664
H -0.89515 -1.91255 4.48136
H 0.80518 -0.21890 0.59294
H 0.95920 -2.08007 0.63240
H -0.67028 -1.21041 1.04404
N -0.99624 1.38680 -2.44286
C 0.36385 1.74546 -2.70622
O 0.60083 3.12456 -2.80651
H -1.46674 1.74209 -1.59167
H -1.58640 1.36335 -3.22470
H 0.81708 1.46189 -1.75429
H 0.75778 1.18312 -3.54963
H 0.34427 3.49303 -3.57022
*
```

b:
DFT (ωB97M-V/def2-TZVPD) results for a cluster of 2 separate species, C3H11NOS in total.

Structure (SMILES): CSC.NCO
HOMO-LUMO gap: 9.2 eV

Geometry as ORCA input:
```
! RIJCOSX wB97M-V def2-TZVPD def2/J DEFGRID3
* xyz 0 1
C 3.06075 1.02713 1.67598
S 3.96005 -0.40918 0.91313
C 2.73794 -0.93351 -0.33173
H 2.62271 1.59475 0.86607
H 2.45641 0.66472 2.49274
H 3.86308 1.64349 2.08158
H 1.70467 -0.80675 -0.00115
H 3.06328 -1.95227 -0.52118
H 2.72314 -0.42626 -1.29391
N -3.01846 1.07023 -0.91312
C -3.23101 -0.36307 -1.03399
O -3.97323 -0.76342 0.10764
H -2.06404 1.33157 -0.93217
H -3.54646 1.38728 -0.10877
H -2.23532 -0.84056 -0.97839
H -3.72805 -0.61995 -1.97324
H -4.39546 -1.60421 -0.04947
*
```

Stability comparison, relative energies in hartree: a 0.0139; b 0.0000

a:
DFT (ωB97M-V/def2-TZVPD) results for a structure of composition C4H13N3.

HOMO-LUMO gap: 8.7 eV

Geometry as ORCA input:
```
! RIJCOSX wB97M-V def2-TZVPD def2/J DEFGRID3
* xyz 0 1
C 0.35551 1.84406 0.08174
C -0.83682 -1.87072 0.32499
C 1.68922 1.69718 0.77973
C -0.88691 -2.09496 -1.18024
N -0.65598 0.52647 0.35990
N -0.01692 -0.70516 0.67389
N 0.26328 1.79144 -1.30857
H -1.46299 0.72333 0.96957
H 0.21278 -0.71724 1.66309
H -0.25551 2.63963 0.52488
H 1.07597 1.31122 -1.69111
H -0.64318 0.80557 -0.89161
H -0.36770 -2.72934 0.81217
H -1.85841 -1.78248 0.72908
H 2.20995 0.80929 0.42147
H 1.58062 1.63445 1.86548
H 2.29617 2.57323 0.54462
H 0.11994 -2.22604 -1.57758
H -1.47662 -2.98397 -1.41051
H -1.34242 -1.24593 -1.69099
*
```

b:
DFT (ωB97M-V/def2-TZVPD) results for a structure of composition C4H13N3.

HOMO-LUMO gap (alpha / beta): 8.4 / 8.2 eV

Geometry as ORCA input:
```
! RIJCOSX wB97M-V def2-TZVPD def2/J DEFGRID3
* xyz 0 1
C -0.44713 -1.37465 0.04493
C -0.10433 0.53833 -0.11907
C -1.80864 -1.48472 -0.60941
C 0.66386 -2.08801 -0.68614
N 0.67089 0.37377 1.00497
N 1.07724 2.18037 0.28367
N 1.03241 3.49597 0.80354
H 0.11950 0.64175 1.82163
H 1.94932 2.05482 -0.23417
H -0.49799 -1.68678 1.08588
H 0.09685 3.68613 1.14992
H 1.67302 3.62860 1.58815
H -1.09573 0.98063 -0.05214
H 0.32480 0.49116 -1.11458
H -1.80176 -1.09890 -1.63208
H 0.49075 -3.17166 -0.68083
H -2.57775 -0.95309 -0.04411
H -2.11464 -2.53843 -0.65994
H 1.62954 -1.89654 -0.21656
H 0.71978 -1.77877 -1.73365
*
```

c:
DFT (ωB97M-V/def2-TZVPD) results for the molecule C4H13N3.

Structure (SMILES): NCCCNCN
HOMO-LUMO gap: 9.6 eV

Geometry as ORCA input:
```
! RIJCOSX wB97M-V def2-TZVPD def2/J DEFGRID3
* xyz 0 1
C 0.07506 1.13360 0.05222
C -0.10237 0.08759 1.18563
C -1.61275 -0.15444 1.47180
N -1.83037 -1.38235 2.27181
N -0.04363 0.55255 -1.28586
C 1.09784 0.58712 -2.16802
N 2.20349 -0.36174 -2.10202
H 1.10722 1.45280 0.19240
H -0.78965 1.79324 0.13320
H 0.39925 0.43887 2.08814
H 0.24562 -0.91985 0.93930
H -2.17895 -0.28892 0.55499
H -1.96624 0.71322 2.02433
H -1.31695 -1.38820 3.14985
H -1.56393 -2.14190 1.66033
H -0.50978 -0.33503 -1.33792
H 0.72244 0.47364 -3.18934
H 1.50844 1.59547 -2.10742
H 2.55532 -0.53448 -1.15044
H 1.99994 -1.32120 -2.38299
*
```

Stability comparison, relative energies in hartree: a 0.0891; b 0.1881; c 0.0000